[1]
{"formula": "C3H7N2O", "method": "wB97M-V/def2-TZVPD", "multiplicity": 3, "total_charge": 1, "e_above_lowest_kcal_mol": 55.5, "gap_ev": [7.54, 9.35], "molar_mass_g_mol": 87.10, "lumo_ev": [-4.941, -5.977], "homo_ev": [-12.5, -15.3], "s_squared": 2.07, "energy_ha": -302.73849, "species": ["C", "C", "C", "N", "N", "O", "H", "H", "H", "H", "H", "H", "H"], "xyz": [[1.36, -0.45, -0.75], [-0.85, -0.51, -0.12], [0.46, 1.43, 0.41], [-1.14, -1.69, 0.26], [0.35, 0.14, -0.17], [-2.23, 0.65, -0.78], [2.24, 0.16, -0.90], [1.44, -1.40, -1.17], [1.37, 2.05, 0.25], [0.32, 1.49, 1.48], [-0.40, 2.14, 0.16], [-0.74, -2.15, 1.12], [-2.18, -1.86, 0.21]]}

[2]
{"formula": "CH4BrOP", "method": "wB97M-V/def2-TZVPD", "e_above_lowest_kcal_mol": 37.4, "gap_ev": 8.37, "molar_mass_g_mol": 142.92, "lumo_ev": -0.937, "homo_ev": -9.3, "energy_ha": -3031.02394, "species": ["C", "O", "P", "Br", "H", "H", "H", "H"], "xyz": [[-0.08, -0.27, -0.29], [-0.62, -1.34, 0.31], [-0.96, 1.31, 0.08], [2.48, -0.39, 0.06], [0.06, -0.49, -1.26], [-0.36, -2.16, -0.13], [-0.64, 1.04, 1.34], [0.12, 2.30, -0.12]]}

[3]
{"formula": "C2H7N5O", "method": "wB97M-V/def2-TZVPD", "e_above_lowest_kcal_mol": 120.1, "gap_ev": 9.22, "molar_mass_g_mol": 117.11, "lumo_ev": 0.433, "homo_ev": -8.8, "smiles": "[H]/N=C(/N)NO/C(N)=N/[H]", "energy_ha": -429.23206, "species": ["C", "C", "H", "H", "H", "H", "H", "H", "H", "N", "N", "N", "N", "N", "O"], "xyz": [[1.76, -0.17, -0.01], [-1.75, 0.21, 0.15], [2.57, 1.52, -1.03], [3.85, 0.34, -0.08], [1.13, -1.75, 0.90], [0.26, 1.29, -0.55], [-2.60, -1.29, -1.08], [-3.56, -0.37, 0.05], [-2.41, 1.54, 1.15], [2.81, 0.83, -0.03], [2.02, -1.29, 0.73], [0.51, 0.18, -0.64], [-2.73, -0.89, -0.06], [-1.80, 1.48, 0.56], [-0.63, -0.46, -0.50]]}

[4]
{"formula": "C34H39AsCl5GeP2Tc", "method": "wB97M-V/def2-TZVPD", "multiplicity": 2, "total_charge": 1, "e_above_lowest_kcal_mol": 10.9, "gap_ev": [7.42, 7.23], "molar_mass_g_mol": 932.43, "lumo_ev": [-3.133, -2.993], "homo_ev": [-10.5, -10.2], "s_squared": 0.76, "energy_ha": -8695.92650, "species": ["Tc", "Cl", "C", "C", "C", "Cl", "C", "Cl", "C", "Cl", "C", "Cl", "C", "P", "C", "C", "C", "P", "C", "C", "H", "H", "H", "H", "H", "H", "H", "H", "H", "H", "H", "H", "H", "H", "H", "H", "C", "Ge", "C", "C", "C", "H", "H", "H", "H", "H", "H", "H", "H", "H", "H", "C", "C", "C", "C", "C", "C", "As", "C", "C", "C", "C", "C", "C", "C", "C", "C", "C", "C", "C", "H", "H", "H", "H", "H", "H", "H", "H", "H", "H", "H", "H", "H"], "xyz": [[0.76, -0.95, 0.29], [1.42, -4.27, -1.94], [2.12, -3.96, -0.39], [1.85, -2.77, 0.27], [2.47, -2.69, 1.52], [2.02, -1.22, 2.32], [3.31, -3.61, 2.10], [4.03, -3.32, 3.63], [3.56, -4.78, 1.38], [4.58, -6.00, 2.02], [2.94, -4.95, 0.14], [3.23, -6.41, -0.74], [-2.29, -2.35, 2.20], [-1.51, -2.25, 0.55], [-1.70, -3.95, -0.10], [-2.89, -1.41, -0.36], [-2.68, -1.19, -1.86], [-1.17, -0.36, -2.52], [-1.21, 1.43, -2.25], [-1.52, -0.51, -4.30], [-3.29, -2.79, 2.16], [-2.35, -1.35, 2.63], [-1.66, -2.96, 2.85], [-2.71, -4.32, 0.04], [-1.00, -4.62, 0.40], [-1.45, -3.95, -1.16], [-3.05, -0.46, 0.14], [-3.79, -2.01, -0.25], [-3.52, -0.63, -2.26], [-2.66, -2.16, -2.36], [-2.05, 1.88, -2.78], [-0.27, 1.83, -2.65], [-1.24, 1.66, -1.19], [-2.43, 0.03, -4.56], [-1.64, -1.56, -4.57], [-0.68, -0.09, -4.86], [3.53, -1.46, -2.37], [1.83, -0.95, -3.26], [2.04, 0.92, -3.93], [1.48, -2.14, -4.82], [0.31, -1.10, -1.91], [4.37, -1.04, -2.92], [3.65, -2.54, -2.35], [3.56, -1.09, -1.35], [3.00, 0.98, -4.44], [2.05, 1.65, -3.12], [1.27, 1.21, -4.64], [2.26, -1.97, -5.56], [0.53, -1.96, -5.30], [1.51, -3.18, -4.52], [0.08, -2.17, -2.00], [1.39, 5.45, -0.52], [2.26, 4.38, -0.41], [1.79, 3.15, 0.03], [0.46, 3.00, 0.38], [-0.41, 4.08, 0.27], [0.06, 5.30, -0.18], [-0.06, 1.26, 1.14], [-1.88, 1.69, 1.73], [-3.05, 1.76, 0.98], [-4.26, 2.05, 1.60], [-4.31, 2.26, 2.97], [-3.15, 2.23, 3.71], [-1.93, 1.96, 3.10], [-0.63, 1.98, 3.78], [-0.43, 2.33, 5.11], [0.86, 2.41, 5.61], [1.94, 2.14, 4.80], [1.75, 1.78, 3.47], [0.47, 1.68, 2.96], [1.75, 6.41, -0.86], [3.30, 4.50, -0.69], [2.46, 2.30, 0.12], [-1.46, 3.97, 0.54], [-0.62, 6.14, -0.27], [-3.03, 1.62, -0.09], [-5.17, 2.11, 1.01], [-5.25, 2.46, 3.45], [-3.19, 2.43, 4.77], [-1.27, 2.55, 5.75], [1.01, 2.68, 6.65], [2.94, 2.22, 5.19], [2.61, 1.57, 2.84]]}